Entry 1:
13
Properties=species:S:1:pos:R:3:forces:R:3:lowdin_charge:R:1 method="wB97M-V/def2-TZVPD" total_charge=+1 s_squared=2.007 total_energy_ev=-17025.535 e_above_lowest_ev=4.806 multiplicity=3 homo_energy_ev="-10.879 / -15.132"
C 0.2608 1.3556 -0.1235 2.1 4.4 -0.4 -0.167
C 1.3045 0.4805 0.5851 0.2 -0.9 -2.7 -0.301
C -0.2946 -1.2787 -0.5065 -2.6 -1.6 3.7 -0.281
N -0.9594 1.2982 -0.4901 1.3 -2.3 0.3 0.098
N -1.3250 -0.1117 -0.2454 0.1 -1.3 3.6 -0.023
S 1.3490 -1.6042 0.7101 -0.8 1.3 -0.9 0.881
H 0.6128 2.5007 -0.2949 -0.4 -2.7 0.4 0.183
H 1.1652 0.5326 1.5938 -0.1 0.8 2.9 0.014
H -0.8386 -2.2626 -0.2146 0.7 1.8 -1.6 0.109
H 0.0980 -0.9807 -1.4004 1.1 -0.4 -2.7 0.044
H -1.5753 -0.1195 0.8065 0.2 -0.2 -1.9 0.211
H 2.3681 0.5752 0.2898 -0.8 0.7 0.1 0.081
H -2.1655 -0.3853 -0.7099 -0.9 0.2 -0.7 0.151

=====

Entry 2:
39
Properties=species:S:1:pos:R:3:forces:R:3:lowdin_charge:R:1 method="wB97M-V/def2-TZVPD" total_charge=+1 total_energy_ev=-15819.326 e_above_lowest_ev=3.899 homo_energy_ev=-12.753
C 1.1847 -0.2735 -0.2577 1.2 0.3 1.0 -0.356
C 0.7979 -1.6552 0.1920 -1.1 0.3 -3.3 -0.018
C -1.3009 -0.6960 -0.3511 2.2 4.6 -2.5 -0.267
C -1.7332 -1.3853 -1.5956 -1.6 -1.2 -0.5 -0.025
C 2.6276 1.3696 1.0674 0.2 2.6 -3.3 -0.051
C 3.1599 0.7752 -1.2883 -0.6 -1.4 -0.8 -0.047
C 3.5028 -0.8706 0.6616 0.5 0.5 -0.3 -0.054
C -3.5666 -0.0501 0.6130 2.2 -5.4 -0.2 -0.052
C -2.6118 1.4384 -1.0328 0.3 0.3 0.6 -0.037
C -1.6271 1.2607 1.2837 0.6 0.2 0.1 -0.041
C 2.5754 0.2384 0.0535 2.4 -0.6 -0.9 -0.562
C -2.1921 0.4411 0.1215 -2.7 0.6 -0.1 -0.567
N 0.3731 0.3881 -0.9196 -3.7 -1.1 1.0 0.290
N -0.6086 -1.4907 0.6644 0.1 0.1 -2.1 0.149
H 0.8941 -2.2017 -0.8250 -0.7 0.2 2.0 0.188
H 1.4204 -2.0734 0.8694 1.5 -1.5 2.4 0.079
H -2.7421 -1.9633 -1.3544 1.7 1.4 -1.0 0.137
H -1.0637 -2.1746 -1.9124 0.4 -0.2 0.1 0.072
H -1.7516 -0.6869 -2.5062 -0.5 -0.9 1.7 0.135
H 3.7339 1.5731 1.1160 -1.3 0.3 0.5 0.119
H 2.0337 2.2997 0.6802 1.4 -1.4 0.4 0.126
H 2.1614 1.1860 1.9632 -0.6 -0.9 2.5 0.043
H 2.4734 1.6062 -1.5032 1.3 0.6 -0.3 0.078
H 2.8672 0.0745 -2.1047 0.3 0.1 0.5 0.085
H 4.2957 0.8055 -1.3786 -1.6 0.8 0.5 0.117
H 4.6368 -0.6660 0.6060 -1.9 0.1 0.0 0.123
H 3.3634 -1.8179 0.1196 0.1 0.0 0.6 0.082
H 3.2013 -0.8548 1.7232 0.5 -1.0 -0.3 0.087
H -3.4593 -0.6004 1.5762 -0.2 0.6 -0.2 0.101
H -3.9428 -0.8771 -0.0517 0.0 1.0 0.3 0.092
H -4.2834 0.6581 0.6709 -2.0 2.5 0.3 0.050
H -1.7057 1.8497 -1.4734 -0.1 0.1 -0.2 0.071
H -3.2915 1.0772 -1.8553 0.6 0.0 1.2 0.108
H -3.1161 2.2468 -0.4335 0.3 -0.6 -1.0 0.106
H -1.1467 0.5110 2.0124 -0.4 1.8 -0.5 0.094
H -2.3904 1.9095 1.8519 1.0 -1.3 -1.0 0.132
H -0.9198 1.9333 0.7548 0.2 -0.3 1.2 0.087
H -1.2067 -2.2806 0.7001 -0.1 -1.9 0.5 0.182
H -0.6427 -1.0243 1.5425 0.1 0.5 1.1 0.142

=====

Entry 3:
16
Properties=species:S:1:pos:R:3:forces:R:3:lowdin_charge:R:1 method="wB97M-V/def2-TZVPD" total_energy_ev=-7393.615 smiles=C[C@@H](O)C1CC1 e_above_lowest_ev=1.151 homo_energy_ev=-10.051
C -1.8146 -0.5225 0.4708 0.0 0.0 0.0 -0.049
C -0.7737 0.4377 -0.0799 0.1 -0.4 0.0 -0.418
O -1.3361 1.7375 0.0723 0.1 0.2 -0.2 -0.050
C 0.5677 0.3865 0.6521 -0.1 0.1 0.1 -0.256
C 1.2347 -0.8609 1.1646 0.0 -0.1 0.1 -0.123
C 1.8536 -0.0918 0.0326 0.1 0.1 -0.1 -0.121
H -1.8865 -0.4331 1.5595 0.0 0.0 -0.1 0.090
H -1.5648 -1.5580 0.2200 0.0 0.1 0.1 0.078
H -2.7880 -0.2799 0.0339 0.1 -0.1 0.1 0.081
H -0.6276 0.2227 -1.1518 0.0 0.0 0.2 0.141
H -0.7188 2.3834 -0.2935 -0.1 -0.1 0.1 0.094
H 0.6435 1.2454 1.3133 0.1 -0.1 0.0 0.138
H 1.7059 -0.8011 2.1421 -0.1 0.0 -0.2 0.099
H 0.8018 -1.8342 0.9458 0.0 0.2 0.0 0.099
H 1.8091 -0.5489 -0.9547 -0.1 0.1 0.2 0.101
H 2.7649 0.4699 0.2189 -0.2 -0.1 0.0 0.096

=====

Entry 4:
55
Properties=species:S:1:pos:R:3:forces:R:3:lowdin_charge:R:1 method="wB97M-V/def2-TZVPD" total_energy_ev=-58335.665 smiles="CC(=O)OCCc1ccc(OC[C@@H](C)O)c2c1C(=O)c1c(Cl)cc(P(C)C)cc1C2=O" homo_energy_ev=-8.700
C -2.8028 -2.7129 0.0468 -0.9 0.7 -0.5 0.035
C -4.2536 -2.2156 -0.0399 0.4 -1.2 0.7 -0.500
O -5.1006 -2.6351 0.7083 0.2 0.8 -0.6 0.118
O -4.4767 -1.3135 -1.0459 0.2 0.0 0.4 -0.038
C -5.0242 -0.0765 -0.5874 -0.8 0.7 0.7 -0.168
C -3.9650 0.9401 -0.1100 -0.5 -0.7 -0.3 -0.091
C -2.7040 0.9961 -0.9494 -0.2 0.6 0.9 -0.139
C -2.6026 0.5474 -2.2513 -0.8 -0.3 -0.3 0.000
C -1.4325 0.6475 -2.9616 0.6 -0.3 -1.1 0.035
C -0.2919 1.1885 -2.4145 -0.2 0.3 0.5 -0.229
O 0.8768 1.2720 -3.1152 0.0 -0.2 0.3 -0.027
C 1.8081 0.2400 -2.7944 0.8 -0.4 -0.9 -0.125
C 1.8646 -0.7808 -3.9733 0.2 -0.1 1.1 -0.371
C 3.3024 -1.2306 -4.3106 0.1 0.2 -0.1 -0.038
O 1.0309 -1.8994 -3.6569 -0.2 0.1 -0.3 -0.049
C -0.3782 1.6369 -1.1063 1.3 0.6 0.7 -0.014
C -1.5560 1.5516 -0.3848 -0.4 0.0 0.5 -0.035
C -1.5419 2.0538 1.0452 0.2 0.2 0.2 -0.272
O -2.4288 2.7153 1.5382 0.3 -0.4 -0.4 0.104
C -0.2773 1.6891 1.8097 -1.3 0.3 -1.1 -0.110
C -0.2773 1.2708 3.1155 -0.2 0.1 0.6 -0.556
Cl -1.7649 1.1491 4.0246 0.4 -0.1 -0.1 0.728
C 0.9220 0.9252 3.7237 -0.8 0.1 0.1 -0.105
C 2.0804 1.0123 2.9892 1.7 -0.9 0.6 -0.380
P 3.7277 0.5275 3.7028 0.4 0.3 0.3 0.902
C 4.2080 -0.9072 2.6042 -1.4 -0.1 -0.1 -0.299
C 3.2518 -0.3390 5.2773 -0.5 -0.6 -0.8 -0.320
C 2.0993 1.4426 1.6713 -0.2 0.3 -0.4 -0.037
C 0.9022 1.7782 1.0825 0.1 0.1 -0.6 -0.081
C 0.8138 2.2169 -0.3676 0.1 0.2 -0.3 -0.242
O 1.6215 2.9713 -0.8717 -0.4 -0.7 0.4 0.145
H -2.6386 -3.0980 1.0520 0.1 0.0 -0.2 0.086
H -2.1693 -1.8500 -0.1895 0.2 -0.4 0.0 0.075
H -2.6780 -3.5022 -0.7019 0.2 0.2 0.1 0.092
H -5.6757 -0.2811 0.2738 0.1 0.0 -0.2 0.124
H -5.6877 0.3714 -1.3349 0.4 -0.4 -0.3 0.129
H -4.4641 1.9166 -0.0633 0.2 -0.1 -0.1 0.135
H -3.7320 0.6987 0.9345 0.2 0.1 -0.2 0.119
H -3.4535 0.0860 -2.7425 0.1 0.1 0.1 0.125
H -1.3396 0.2767 -3.9800 -0.3 0.0 0.1 0.135
H 1.5577 -0.2563 -1.8452 -0.2 0.0 -0.2 0.138
H 2.8275 0.6296 -2.6705 -0.4 0.6 0.0 0.124
H 1.4078 -0.2671 -4.8229 0.0 -0.3 0.1 0.144
H 3.5938 -0.8110 -5.2797 0.1 -0.2 0.2 0.079
H 3.3773 -2.3206 -4.3640 -0.2 0.2 -0.1 0.079
H 4.0489 -0.8950 -3.5786 -0.2 0.0 -0.1 0.071
H 1.2886 -2.2247 -2.7883 0.0 0.0 -0.1 0.086
H 0.8812 0.6018 4.7580 0.2 0.0 -0.2 0.094
H 3.2811 -1.3884 2.2521 0.2 0.0 0.1 0.038
H 4.7576 -1.6698 3.1616 0.2 0.3 -0.1 0.031
H 4.7229 -0.5670 1.7027 0.3 0.0 0.4 0.025
H 2.9748 0.3692 6.0611 0.3 -0.1 -0.1 0.035
H 2.3980 -1.0120 5.1014 0.1 0.2 0.1 0.038
H 4.0785 -0.9907 5.5801 0.0 0.4 0.1 0.033
H 3.0116 1.5222 1.0854 0.0 0.0 0.2 0.123

=====

Entry 5:
14
Properties=species:S:1:pos:R:3:forces:R:3:lowdin_charge:R:1 method="wB97M-V/def2-TZVPD" total_energy_ev=-8371.526 smiles="COCCC=O" e_above_lowest_ev=1.755 homo_energy_ev=-9.721
C -1.2620 1.5463 0.8444 -0.2 0.1 0.1 -0.115
O -0.6761 0.2793 0.6731 0.1 -0.2 0.0 -0.192
C 0.6398 0.4229 0.2026 0.3 0.1 -0.2 -0.256
C 1.2778 -0.9126 -0.1745 0.1 0.0 0.0 -0.120
C 0.3520 -2.0080 -0.6470 0.1 -0.2 0.0 -0.256
O 0.6461 -3.1779 -0.5851 -0.2 0.5 0.0 0.048
H -2.3114 1.3905 1.0955 0.1 0.1 0.1 0.091
H -1.2003 2.1348 -0.0856 0.0 -0.1 0.2 0.090
H -0.7582 2.1045 1.6487 -0.1 0.0 -0.1 0.092
H 1.2694 0.9206 0.9568 -0.1 0.0 -0.1 0.126
H 0.6355 1.0774 -0.6844 -0.1 0.0 0.1 0.119
H 1.9520 -1.3140 0.5879 -0.2 0.0 0.0 0.123
H 1.8959 -0.6858 -1.0468 0.2 -0.2 0.0 0.123
H -0.5991 -1.6763 -1.1068 0.0 -0.1 0.0 0.128

=====

Entry 6:
81
Properties=species:S:1:pos:R:3:forces:R:3:lowdin_charge:R:1 method="wB97M-V/def2-TZVPD" total_charge=+4 total_energy_ev=-129088.700 homo_energy_ev="-19.244 / -19.235"
N 4.5209 1.3508 -3.6762 -4.0 -1.6 -0.1 0.301
C 4.3802 0.0441 -3.4157 1.9 -0.6 0.0 -0.022
C 3.1890 -0.6626 -3.6299 -0.3 0.9 -0.2 0.068
C 2.0696 0.0223 -4.1916 0.6 0.9 0.0 -0.136
C 2.2062 1.4211 -4.3889 0.9 -0.6 0.7 0.066
C 3.4681 2.0110 -4.1649 0.4 1.5 -0.8 -0.014
C 0.8202 -0.6635 -4.4867 1.4 -1.7 0.1 0.061
Pb -0.2476 -0.2273 0.0517 1.5 0.3 -0.6 1.066
P -1.8256 -1.0520 1.9906 -1.1 0.2 0.8 0.769
C -0.4288 -0.1014 -4.5248 -2.7 0.5 0.2 0.081
C -1.5649 -0.6350 -3.7672 1.0 0.0 -1.2 -0.165
C -2.6342 0.2300 -3.4166 -0.5 0.8 0.4 0.038
C -3.5565 -0.0925 -2.4235 0.3 0.5 -0.6 -0.054
C -3.5210 -1.3935 -1.8949 -1.6 -0.6 0.7 -0.541
C -2.4881 -2.2910 -2.1976 1.0 -0.1 -1.0 -0.082
C -1.5690 -1.9347 -3.1953 -0.3 -0.9 1.4 0.019
Br -5.0719 -2.0393 -0.8930 1.2 0.8 -1.6 1.007
H 0.9146 -1.7568 -4.6376 -0.2 0.5 0.7 0.164
H -0.5945 0.8291 -5.1052 0.1 -0.1 1.0 0.163
H 3.1226 -1.7012 -3.3050 0.2 0.2 -0.2 0.147
H 1.3635 2.0484 -4.6644 0.4 0.1 -0.2 0.139
H 5.2841 -0.4473 -3.0291 -0.4 0.0 -0.2 0.162
H 3.5989 3.0764 -4.3899 0.0 -0.3 0.0 0.169
H -2.6791 1.1835 -3.9417 -0.2 0.0 0.3 0.146
H -0.8449 -2.6669 -3.5438 -0.1 0.0 0.3 0.137
H -4.3207 0.6133 -2.0713 0.3 -0.3 -0.5 0.143
H -2.4353 -3.2535 -1.6806 -0.1 0.2 -0.5 0.131
P 0.9213 2.3324 0.6892 -0.2 1.1 0.7 0.842
C -2.0087 -2.8438 1.6845 0.6 -0.1 0.0 -0.397
C -3.3881 -3.4783 1.7914 -0.4 -0.2 0.0 -0.126
H -1.3355 -3.3276 2.4118 0.0 0.1 -0.3 0.090
H -1.5779 -3.0291 0.6827 -0.1 0.0 0.3 0.058
H -3.2746 -4.5656 1.6643 -0.1 0.3 0.1 0.107
H -3.8546 -3.2895 2.7657 0.1 -0.1 -0.2 0.080
H -4.0653 -3.1234 1.0030 0.4 -0.2 0.6 -0.033
C -3.3351 -0.1726 1.4428 0.1 0.3 -0.7 -0.438
C -4.5995 -0.1215 2.3078 -0.2 -0.2 0.2 -0.102
H -3.6244 -0.6191 0.4771 0.4 0.4 0.4 -0.025
H -2.9938 0.8655 1.2533 -0.2 -0.3 -0.1 0.073
H -5.4121 0.2915 1.6863 0.3 -0.1 0.3 0.096
H -4.9078 -1.1206 2.6498 0.1 0.4 -0.1 0.077
H -4.4777 0.5318 3.1805 0.0 -0.2 -0.2 0.091
C -1.6943 -0.6766 3.7594 0.6 0.2 0.3 -0.374
C -2.3622 -1.7021 4.6776 -0.3 -0.1 0.2 -0.104
H -2.1659 0.3124 3.8840 0.2 -0.2 0.0 0.097
H -0.6209 -0.5508 3.9801 -0.4 -0.1 0.1 0.074
H -2.1908 -1.4080 5.7235 -0.1 -0.2 -0.3 0.105
H -3.4475 -1.7253 4.5060 0.3 0.0 0.1 0.076
H -1.9783 -2.7219 4.5344 0.0 0.3 0.1 0.081
C 1.8945 2.6843 2.2088 0.3 -0.4 0.1 -0.372
C 1.3906 1.9190 3.4365 0.0 0.0 0.1 -0.138
H 1.8683 3.7757 2.3914 0.0 -0.4 -0.3 0.117
H 2.9394 2.4017 1.9944 -0.4 0.2 0.2 0.084
H 1.9871 2.1894 4.3185 -0.2 -0.1 -0.2 0.100
H 0.3431 2.1555 3.6609 0.2 0.0 0.0 0.069
H 1.4738 0.8332 3.2929 0.0 0.2 0.0 0.055
C -0.5377 3.4439 0.8981 0.0 -0.3 0.3 -0.394
C -1.4881 3.4354 -0.3017 0.0 0.2 0.0 -0.146
H -0.1495 4.4600 1.1063 -0.2 -0.5 -0.1 0.111
H -1.0519 3.1003 1.8130 0.1 0.2 -0.3 0.085
H -2.3446 4.0835 -0.0869 0.1 -0.2 -0.2 0.098
H -1.0000 3.8134 -1.2069 -0.1 0.0 0.2 0.073
H -1.8746 2.4319 -0.5322 0.0 0.1 0.1 0.025
C 1.8575 3.2391 -0.6115 0.0 -0.3 -0.5 -0.380
C 3.3134 2.7866 -0.7717 0.1 0.0 -0.1 -0.141
H 1.8066 4.3227 -0.3819 -0.1 -0.6 0.0 0.118
H 1.3109 3.0675 -1.5584 0.2 0.3 0.3 0.068
H 3.7989 3.3707 -1.5662 -0.1 -0.1 0.3 0.079
H 3.8932 2.9100 0.1504 -0.1 0.1 -0.3 0.078
H 3.3719 1.7268 -1.0547 0.0 0.1 0.1 0.051
C 4.8112 -1.8123 -0.0512 0.4 -0.3 -0.1 -0.044
N 3.9368 -2.3538 0.9689 -1.4 0.3 0.3 0.043
C 2.6343 -2.0289 1.1612 0.3 -0.6 0.6 -0.555
N 2.0216 -2.6396 2.2027 0.0 0.1 -0.2 0.200
O 1.9854 -1.2156 0.4415 -0.1 0.3 -0.4 -0.251
H 4.3180 -1.0014 -0.6053 0.1 -0.3 0.4 0.060
H 5.0896 -2.6298 -0.7315 0.0 0.4 0.0 0.102
H 5.7209 -1.4612 0.4535 -0.2 0.1 -0.4 0.109
H 4.3431 -3.0329 1.6050 -0.1 0.2 -0.2 0.166
H 1.0526 -2.4498 2.4155 0.4 -0.1 -0.1 0.089
H 2.5211 -3.2946 2.7785 -0.1 -0.1 0.2 0.130